3 unconnected molecules or ions with the total composition C18H49N7O6P3 in a non-equilibrium geometry, computed with ωB97M-V/def2-TZVPD.

The HOMO energy comes out at -4.4 eV. Its strongest force on any atom is 4.30 eV/A. The gap between HOMO and LUMO is 6.744 eV. As for the total energy: -70043.1356 eV.

```
! wB97M-V def2-TZVPD RIJCOSX def2/J DEFGRID3
* xyz -1 1
C -1.3373 -0.1447 -1.3897
C -1.6991 -1.3834 -2.1906
O -1.9306 -1.2380 -3.3709
N -1.7298 -2.6842 -1.6046
C -0.4225 -3.1783 -1.4057
C 0.2843 -3.0872 -0.0674
O 0.1843 -3.6851 -2.3296
P -2.8869 -2.8602 -0.1556
O -3.9518 -1.6067 -0.7402
C -5.1348 -2.1517 -1.2685
C -5.1568 -3.6393 -0.8666
O -3.8280 -4.0144 -1.0757
H -0.8473 0.5384 -2.0845
H -0.7498 -0.3051 -0.4878
H -2.2743 0.3368 -1.1021
H -0.3548 -2.8142 0.7665
H 0.7030 -4.0738 0.1427
H 1.1295 -2.3992 -0.1442
H -3.7780 -2.9640 1.0013
H -2.1358 -1.9198 0.6161
H -2.1858 -3.9876 0.4040
H -5.1272 -2.1482 -2.3657
H -6.0175 -1.6214 -0.8896
H -5.7865 -4.2051 -1.5677
H -5.5614 -3.8574 0.1302
O 3.7997 0.3402 -0.8932
P 4.2397 0.2213 -2.3025
N 3.1252 1.1264 -3.1912
C 2.6021 0.7994 -4.5018
C 2.7926 2.4555 -2.7118
N 4.1292 -1.4651 -2.6106
C 3.0397 -2.0196 -3.4054
C 4.3796 -2.2800 -1.4274
N 5.5859 0.4245 -3.2844
C 6.1102 1.7809 -3.4292
C 6.4326 -0.6332 -3.8244
H 3.3815 0.4458 -5.1869
H 2.1652 1.6894 -4.9573
H 1.8139 0.0484 -4.4507
H 3.3835 3.2323 -3.2189
H 2.9801 2.5290 -1.6412
H 1.7338 2.6746 -2.8697
H 2.0470 -1.7917 -3.0031
H 3.1358 -3.1052 -3.4499
H 3.0978 -1.6764 -4.4369
H 3.5062 -2.3591 -0.7722
H 5.2005 -1.8673 -0.8397
H 4.6732 -3.2846 -1.7441
H 5.8277 2.2133 -4.3956
H 7.1984 1.7988 -3.3481
H 5.7248 2.4355 -2.6461
H 5.9987 -1.0506 -4.7354
H 6.5978 -1.4426 -3.1192
H 7.4135 -0.2238 -4.0784
O -1.9018 0.6273 2.0870
P -1.8461 1.4779 3.2888
N -2.9920 0.8252 4.3465
C -3.8700 1.5554 5.2296
C -2.9707 -0.6167 4.5475
N -2.3335 3.0252 2.6864
C -3.6658 3.5486 2.9159
C -1.9247 3.2413 1.3018
N -0.7793 2.1206 4.4102
C -0.0871 1.1750 5.2843
C -0.2875 3.4917 4.4555
H -3.3576 2.3733 5.7517
H -4.2573 0.8878 6.0012
H -4.7337 1.9655 4.7035
H -2.4061 -0.8915 5.4497
H -2.5140 -1.1116 3.6909
H -3.9836 -1.0137 4.6411
H -4.4587 2.8911 2.5330
H -3.7588 4.5173 2.4185
H -3.8409 3.7401 3.9729
H -2.5936 2.7582 0.5813
H -0.9211 2.8537 1.1290
H -1.9015 4.3170 1.1008
H -0.5263 1.1701 6.2883
H 0.9733 1.4162 5.3717
H -0.1474 0.1601 4.8889
H -0.9993 4.1450 4.9656
H -0.0885 3.9016 3.4693
H 0.6527 3.5258 5.0107
*
```

Atom charges from the Löwdin analysis, given in e for atoms 1 to 4: atom 1 (C): -0.0133, atom 2 (C): -0.5060, atom 3 (O): 0.0660, atom 4 (N): -0.0733